ORCA calculation (ωB97M-V with the def2-TZVPD basis set) on a 3-piece molecular cluster, C29H56BNO4S2Si overall in a non-equilibrium geometry.

```
94
Properties=species:S:1:pos:R:3:mulliken_charge:R:1
C 3.18481 1.97502 3.25388 -0.89
C 2.33789 3.22547 3.45696 0.73
O 1.63953 3.35305 4.43982 -0.56
O 2.36063 4.21524 2.48990 -0.38
C 1.54994 3.73706 1.38914 0.24
C 1.54361 4.70367 0.21593 -0.63
C 0.94051 3.98221 -1.00529 -0.44
C 1.86780 2.91197 -1.63614 -0.58
C 1.00548 1.86479 -2.42011 -0.93
B 1.51197 0.36910 -2.19228 -0.01
C 2.71021 -0.08662 -3.14647 -0.66
C 3.12007 -1.53002 -3.00103 -0.14
N 3.96217 -1.85037 -2.10054 -0.62
C 0.86738 -0.60113 -1.11820 -1.19
C 0.32092 0.09960 0.14755 0.21
C -1.17248 0.45051 0.07011 1.56
C -1.63089 1.35823 1.22933 -0.67
C -3.12561 1.27096 1.56807 -0.47
C -3.47613 0.20017 2.62246 -1.13
C -3.58275 -1.23852 2.07557 -0.14
C -4.87530 -1.53006 1.24622 -0.81
Si -4.66875 -1.87526 -0.60086 0.32
C -6.38765 -2.41012 -1.22203 -1.23
C -4.18497 -0.38403 -1.65783 -1.00
C -3.48734 -3.29320 -1.01266 0.58
C -3.94697 -4.33471 -1.80315 -0.28
C -3.12392 -5.37412 -2.15731 -0.75
C -1.82198 -5.46218 -1.72400 -0.61
C -1.35217 -4.43392 -0.93668 -0.88
C -2.16181 -3.37967 -0.61393 0.29
H 3.84549 1.80460 4.10128 0.34
H 3.78688 2.10273 2.34601 0.33
H 2.52403 1.12620 3.06011 0.19
H 0.53749 3.56858 1.77523 0.23
H 1.96481 2.78147 1.04151 -0.24
H 2.53051 5.14750 0.02026 -0.02
H 0.85585 5.52333 0.46277 0.37
H 0.02096 3.48353 -0.67005 0.00
H 0.65906 4.67937 -1.79926 0.46
H 2.51261 2.41948 -0.89917 0.40
H 2.51888 3.43232 -2.34464 0.50
H -0.06713 1.98366 -2.24302 0.46
H 1.15443 2.06567 -3.49197 0.51
H 3.56874 0.59009 -3.05358 0.41
H 2.33863 0.05387 -4.17614 0.30
H 2.69914 -2.27899 -3.68608 0.38
H 4.11199 -2.86084 -2.13980 0.26
H 1.67957 -1.26939 -0.79630 0.39
H 0.12334 -1.24053 -1.62069 0.34
H 0.87267 1.02543 0.35315 -0.64
H 0.46244 -0.58187 0.99726 0.74
H -1.75940 -0.46996 0.00394 -1.20
H -1.34776 0.96708 -0.88275 0.17
H -1.43944 2.38930 0.90491 -0.07
H -0.97978 1.15793 2.09040 0.50
H -3.40766 2.23946 2.00426 0.39
H -3.77663 1.13826 0.69703 -0.10
H -2.63507 0.18804 3.33332 0.43
H -4.35367 0.45617 3.22667 0.41
H -2.64604 -1.48263 1.56768 0.03
H -3.62013 -1.89105 2.95783 0.36
H -5.37434 -2.41018 1.67027 0.41
H -5.54585 -0.67314 1.40083 0.43
H -6.63934 -3.33333 -0.68380 0.32
H -7.14292 -1.65599 -0.98718 0.34
H -6.33361 -2.64380 -2.28820 0.31
H -3.11079 -0.32720 -1.84947 0.07
H -4.58750 0.57297 -1.31348 0.44
H -4.63522 -0.55768 -2.64698 0.44
H -4.95458 -4.37149 -2.20233 0.21
H -3.50841 -6.16160 -2.80111 0.37
H -1.16516 -6.28856 -1.97544 0.40
H -0.32833 -4.46578 -0.57186 0.50
H -1.71046 -2.59085 -0.01635 0.17
C 5.98176 8.23562 0.85961 -1.04
S 4.36694 7.53691 0.48523 0.68
O 3.97607 8.02477 -0.86234 -0.65
C 3.45864 8.51006 1.69387 -0.99
H 6.70799 7.78922 0.18307 0.32
H 5.96084 9.31558 0.71131 0.32
H 6.25133 7.99885 1.88910 0.34
H 3.60225 9.57235 1.49455 0.39
H 3.80826 8.26146 2.69603 0.36
H 2.40348 8.25956 1.60455 0.28
C 1.07570 -7.25289 1.17493 -0.77
S 1.57362 -7.78762 -0.46831 0.55
O 0.33763 -8.16479 -1.20405 -0.60
C 2.36780 -9.31272 0.05753 -1.01
H 0.51850 -6.32313 1.07368 0.16
H 0.43957 -8.01025 1.63353 0.31
H 1.96207 -7.08037 1.78593 0.37
H 1.64964 -9.93879 0.58739 0.31
H 3.21386 -9.07661 0.70327 0.37
H 2.72160 -9.83258 -0.83043 0.34
```

calculated total energy	-2604.9625	hartree
E_LUMO	0.44	eV
Kohn-Sham gap	9.42	eV